(1)
ORCA calculation (the ωB97M-V functional and the def2-TZVPD basis) on a structure of composition C32H38HfN6O4SSi at a distorted geometry.

Geometry as ORCA input:
```
! wB97M-V def2-TZVPD RIJCOSX def2/J DEFGRID3
* xyz 0 1
Hf -0.21091 0.23587 -0.95587
O 4.29761 2.96594 -5.39961
C 4.60721 2.73023 -4.20546
O 5.65087 2.92732 -3.54917
C 3.55758 1.94403 -3.49998
C 3.66984 1.85244 -2.11489
C 2.65590 1.27613 -1.41838
N 1.53025 0.76694 -2.02187
C 1.53890 0.68243 -3.33885
C 2.48634 1.34517 -4.13182
C 0.47291 -0.06139 -3.96620
C 0.51641 -0.51335 -5.31191
C -0.42020 -1.47363 -5.68010
C -1.36150 -1.89838 -4.76385
C -1.35044 -1.40789 -3.46446
N -0.55904 -0.33617 -3.11273
C 2.67007 1.10948 0.03485
C 3.88147 1.20354 0.67189
C 3.92257 1.07218 2.09135
C 2.71538 0.96174 2.76255
C 1.38594 1.10523 2.07151
N 1.49038 1.18118 0.62686
H 4.34440 2.45095 -1.47342
H 2.40408 1.20741 -5.20390
H 1.32074 -0.22788 -5.95196
H -0.36106 -1.95143 -6.65951
H -2.15771 -2.60999 -4.96841
H -2.02350 -1.89951 -2.68884
H 4.65589 1.54876 0.02107
H 4.87202 1.10679 2.59633
H 2.68834 0.98339 3.85994
H 0.83188 0.16661 2.29186
C -1.43158 -5.40093 -0.29253
Si -0.61253 -4.80898 1.23333
C -1.38350 -5.76380 2.65167
C 1.26677 -5.08791 1.26724
C -1.03172 -3.02738 1.66508
C -1.85391 -2.66051 2.73032
C -2.19939 -1.28362 2.88632
C -1.84793 -0.35466 1.92451
N -1.05680 -0.71378 0.89773
C -0.57390 -1.98550 0.81236
S 0.61191 -2.21785 -0.51743
H -0.73466 -5.47530 -1.12258
H -2.16033 -4.62987 -0.58012
H -1.94198 -6.37387 -0.13628
H -1.24067 -6.79763 2.35062
H -2.50375 -5.59558 2.72688
H -1.06422 -5.66157 3.68909
H 1.86012 -4.53411 0.49599
H 1.41569 -6.19169 1.18975
H 1.64788 -4.74279 2.27961
H -2.12432 -3.31241 3.46762
H -2.75079 -1.05663 3.84938
H -2.20711 0.69984 1.89674
C -2.54198 3.98331 -1.59120
C -2.10244 2.59990 -1.33824
N -0.86292 2.27977 -0.98098
O 0.10501 3.29751 -0.85286
C -2.97977 1.46335 -1.43913
C -4.39064 1.48598 -1.94214
N -2.42290 0.29519 -1.17463
O -3.07691 -0.84088 -1.12362
H -3.08268 4.43088 -0.73434
H -3.34844 4.10283 -2.40172
H -1.69711 4.64565 -1.89560
H 0.74657 2.95030 -0.20656
H -4.39244 0.97724 -2.92002
H -4.63879 2.54537 -2.08010
H -5.11004 0.98732 -1.29305
C 0.11636 3.77941 4.53232
C 0.56799 2.39170 4.10384
C -0.31007 1.30691 4.74334
C 0.63315 2.33491 2.56369
H 0.06843 3.93345 5.61028
H -0.89550 4.05888 4.09066
H 0.86992 4.55677 4.19999
H 1.66687 2.27157 4.48084
H -1.37313 1.51557 4.58316
H -0.07016 1.36339 5.87206
H -0.12957 0.30978 4.37211
H 1.17880 3.19179 2.16810
H -0.33350 2.31454 2.14152
*
```

Values from the calculation:
- LUMO level (spin up / spin down) (eV) = -2.1 / -2.1
- energy above the lowest of the compared OMol25 structures with the same formula, charge and spin (kcal/mol) = 56.56
- total energy (Eh) = -2607.3693
- E_HOMO (spin up / spin down) (eV) = -6.649 / -6.647
- gap between HOMO and LUMO (spin up / spin down) (Ha) = 0.167 / 0.167

(2)
ORCA calculation (the ωB97M-V functional and the def2-TZVPD basis) on a structure of composition C32H38N10O2RhS3 at a distorted geometry.

Geometry as ORCA input:
```
! wB97M-V def2-TZVPD RIJCOSX def2/J DEFGRID3
* xyz -1 1
Rh 1.49085 0.16271 1.13926
C -2.36327 1.99469 0.87583
C -1.00227 1.42399 0.67046
N -0.32881 0.82858 1.59386
N -0.88855 0.68025 2.83388
C -0.10150 0.04906 3.66408
N -0.58362 -0.11632 4.93255
S 1.49965 -0.56624 3.35198
C -0.32501 1.48309 -0.63977
C -0.96497 1.85836 -1.80947
C -0.27340 1.78769 -3.00854
C 1.04792 1.37273 -3.01054
C 1.63247 1.01371 -1.80680
N 0.95846 1.06058 -0.66271
H -2.48283 2.28342 1.91678
H -3.11068 1.23443 0.63753
H -2.51869 2.85831 0.22906
H -1.57879 -0.00634 5.03771
H -0.13886 -0.82351 5.49040
H -2.01052 2.12514 -1.80225
H -0.78893 2.02860 -3.92854
H 1.61983 1.30688 -3.92536
H 2.65470 0.66379 -1.72489
N -0.89095 -2.98296 -0.79689
C -0.40068 -3.74659 0.23505
C 0.47739 -2.94743 0.89694
N 0.51693 -1.71050 0.29273
C -0.33360 -1.76260 -0.70447
H -1.66010 -3.21031 -1.40621
H -0.71471 -4.76101 0.40085
H 1.07603 -3.16534 1.76325
H -0.62528 -0.95617 -1.35734
N -8.79001 2.79247 -0.64196
C -7.68632 2.07075 -1.11894
C -7.81537 0.73172 -1.47467
C -6.73212 0.03056 -1.98331
C -5.50907 0.66146 -2.14444
C -5.37682 2.00214 -1.80418
C -6.45444 2.70300 -1.29756
S -4.08419 -0.23630 -2.70997
O -4.58969 -1.48314 -3.24860
O -3.38128 0.65112 -3.61045
N -3.18136 -0.41677 -1.43071
C -3.52103 -1.27155 -0.43869
S -4.69983 -2.58935 -0.55088
C -4.32369 -3.04163 1.07521
C -3.36075 -2.22400 1.55830
N -2.91061 -1.23937 0.72247
H -9.48623 2.22108 -0.18933
H -8.54324 3.58446 -0.06923
H -8.77192 0.23583 -1.35261
H -6.82915 -1.00903 -2.26409
H -4.42346 2.49549 -1.94365
H -6.34795 3.75046 -1.03790
H -4.81335 -3.86608 1.56611
H -2.91850 -2.30523 2.54244
C 3.34858 -2.44523 -1.28198
C 4.45266 -2.59380 -0.23151
C 3.88979 -3.04611 1.11745
C 5.29541 -1.34571 -0.09776
C 6.63353 -1.39101 -0.44825
C 7.48668 -0.30285 -0.32895
C 6.95341 0.87314 0.18597
C 5.62821 1.00118 0.55631
C 5.14919 2.32158 1.12613
C 4.61942 2.20050 2.56152
C 4.13857 3.03957 0.22517
C 4.72929 -0.11937 0.39855
N 3.45297 0.00754 0.69314
H 2.80486 -3.38551 -1.41334
H 3.77632 -2.15558 -2.24475
H 2.62593 -1.68693 -0.98104
H 5.12607 -3.38404 -0.58128
H 3.24627 -2.27641 1.54578
H 4.70177 -3.23293 1.82321
H 3.30461 -3.96353 1.00803
H 7.02081 -2.33432 -0.82389
H 8.52903 -0.37229 -0.61035
H 7.59517 1.74090 0.31339
H 6.03787 2.96079 1.17030
H 3.63124 1.74571 2.59098
H 4.55462 3.18769 3.02819
H 5.28442 1.57968 3.16529
H 3.22923 2.44946 0.11570
H 4.55747 3.21311 -0.76871
H 3.85877 4.00598 0.65489
*
```

Values from the calculation:
- LUMO level (spin up / spin down) (eV) = 2.0 / 2.2
- energy above the lowest of the compared OMol25 structures with the same formula, charge and spin (kcal/mol) = 12.97
- total energy (Eh) = -3245.4285
- E_HOMO (spin up / spin down) (eV) = -3.679 / -3.728
- gap between HOMO and LUMO (spin up / spin down) (Ha) = 0.208 / 0.216

(3)
ORCA calculation (the ωB97M-V functional and the def2-TZVPD basis) on a structure of composition C32H38N2O3S2Sn.

Geometry as ORCA input:
```
! wB97M-V def2-TZVPD RIJCOSX def2/J DEFGRID3
* xyz 4 1
Sn -0.76902 -0.30844 -1.22858
S 6.87498 -0.02398 -2.19731
C 7.18848 -0.11874 -3.83313
C 6.02467 -0.12626 -4.63566
C 4.87303 -0.05040 -3.88807
C 5.11516 0.00095 -2.50409
C 4.17734 0.01956 -1.42724
C 2.76727 -0.05116 -1.66773
N 1.86564 -0.05153 -0.72353
C 2.25700 0.01301 0.57833
C 3.62672 0.06081 0.93425
C 4.00543 0.06650 2.31375
C 3.07063 0.02518 3.28720
C 1.67684 -0.00440 2.96093
C 0.69467 -0.04575 3.95124
C -0.65907 -0.06126 3.60780
C -0.95691 -0.06572 2.20930
N -0.05058 -0.04995 1.26495
C 1.27138 -0.00543 1.60382
C -1.70295 -0.09681 4.58110
C -3.09279 -0.16520 4.36991
C -3.81413 -0.21654 5.53913
C -2.98525 -0.17052 6.68221
S -1.35557 -0.08100 6.32794
C 4.57663 0.07022 -0.08994
H 8.20548 -0.16988 -4.20268
H 6.05735 -0.19799 -5.71371
H 3.89003 -0.03427 -4.33379
H 2.40126 -0.13087 -2.68537
H 5.05836 0.09094 2.56333
H 3.35606 0.01406 4.33102
H 1.00323 -0.07816 4.98975
H -1.98770 -0.08838 1.87161
H -3.55606 -0.18557 3.39520
H -4.89041 -0.29512 5.59998
H -3.33108 -0.19103 7.70873
H 5.62769 0.09854 0.17200
C -5.08874 -0.30295 0.73250
C -4.64837 1.17267 0.69354
C -3.92221 1.25497 -0.63763
O -3.19503 0.00227 -0.69581
C -4.10943 -1.02011 -0.21363
H -6.10171 -0.40640 0.34960
H -5.08207 -0.72528 1.73610
H -3.96030 1.41408 1.50932
H -5.49310 1.85460 0.75334
H -3.20370 2.07010 -0.71635
H -4.62200 1.30603 -1.47456
H -3.51103 -1.79975 0.26254
H -4.63617 -1.45508 -1.06366
C -2.31031 -3.06707 -2.96514
C -0.86502 -3.50983 -3.05930
O -0.08862 -2.77649 -2.08711
C 1.12278 -3.40697 -1.64788
C 1.20376 -3.35223 -0.13081
H -2.87300 -3.43502 -3.82064
H -2.37495 -1.97211 -2.95512
H -2.77391 -3.47026 -2.06385
H -0.46625 -3.32283 -4.05991
H -0.78132 -4.58033 -2.86443
H 1.97131 -2.87909 -2.09578
H 1.15090 -4.44202 -1.98778
H 0.88359 -2.36379 0.21434
H 2.22488 -3.53750 0.20198
H 0.56166 -4.10607 0.32137
C -0.74697 4.52299 -0.33280
C -0.16394 4.58580 -1.74807
C -0.39419 3.17847 -2.27967
O -0.48821 2.30519 -1.11960
C -0.41752 3.10064 0.08832
H -1.82453 4.68984 -0.35625
H -0.30423 5.25737 0.33601
H 0.89974 4.82491 -1.71079
H -0.64486 5.33876 -2.36765
H 0.41271 2.82861 -2.92607
H -1.33263 3.11156 -2.83524
H 0.59891 3.03314 0.49082
H -1.11971 2.68386 0.81305
*
```

Values from the calculation:
- LUMO level (spin up / spin down) (eV) = -13.7 / -13.5
- energy above the lowest of the compared OMol25 structures with the same formula, charge and spin (kcal/mol) = 0.00
- total energy (Eh) = -2586.6238
- E_HOMO (spin up / spin down) (eV) = -19.374 / -19.461
- gap between HOMO and LUMO (spin up / spin down) (Ha) = 0.210 / 0.218